ORCA calculation (ωB97M-V/def2-TZVPD) on a cluster of 12 separate species, C58H132N15O26P5 in total.

Properties
largest force on an atom: 5.5 eV/Å
total energy: -184313.049 eV
spin multiplicity: 1
charge: 0

Each line ends with the Mulliken charge.
Cartesian coordinates (Å):
C  0.93745  -0.09449  4.24054  -0.91
N  0.96569  1.38805  3.74050  0.12
C  1.95986  2.23829  4.44788  -0.86
P  0.68025  1.65174  2.07577  0.54
O  -0.38594  0.88059  1.42097  -0.85
N  0.39102  3.36696  1.90935  0.11
C  0.48113  4.09909  0.58653  -0.98
C  -0.87981  3.77606  2.53535  -1.14
N  2.26500  1.42704  1.32665  0.33
C  3.40096  2.37412  1.36676  -1.34
C  2.51352  0.45273  0.23664  -1.07
H  1.12676  0.05222  5.30390  0.34
H  1.82528  -0.62492  3.89630  0.33
H  -0.02251  -0.55103  3.99942  0.26
H  1.85092  1.91610  5.48346  0.43
H  1.66302  3.27381  4.28151  0.26
H  2.98903  2.12610  4.10681  0.21
H  -0.29174  3.71514  -0.07932  0.40
H  0.45748  5.18627  0.66122  0.37
H  1.45971  3.98011  0.12144  0.20
H  -1.68273  3.87050  1.80425  0.34
H  -1.17387  2.93469  3.16283  0.42
H  -0.62066  4.62977  3.16154  0.34
H  2.99684  3.20552  1.94432  0.47
H  4.25766  1.84200  1.78029  0.29
H  3.48973  2.83059  0.38093  0.43
H  3.58161  0.27705  0.10852  0.38
H  2.45297  0.95226  -0.73026  0.34
H  1.97288  -0.49374  0.23929  0.26
C  -2.18029  -5.01921  -7.72246  -1.12
N  -3.45614  -4.27914  -7.33860  0.20
C  -3.94215  -3.48827  -8.42990  -1.09
P  -4.04990  -3.95403  -5.75339  0.36
O  -5.51734  -3.69428  -5.76693  -0.84
N  -3.82433  -5.29526  -4.56428  0.25
C  -4.15818  -5.05037  -3.08916  -1.06
C  -3.37867  -6.67862  -4.88797  -1.14
N  -3.02359  -2.83651  -5.06576  0.32
C  -3.58757  -1.83077  -4.12273  -1.08
C  -1.63435  -2.93972  -5.06380  -0.87
H  -1.83714  -5.55056  -6.83475  0.30
H  -1.44575  -4.30751  -8.09933  0.44
H  -2.35878  -5.74636  -8.51460  0.32
H  -4.89804  -3.92712  -8.71587  0.29
H  -3.33114  -3.50890  -9.33230  0.43
H  -4.11169  -2.49607  -8.01170  0.34
H  -3.75346  -4.10901  -2.71750  0.23
H  -5.24486  -4.96645  -3.07488  0.30
H  -3.58574  -5.69845  -2.42554  0.49
H  -2.29873  -6.53129  -4.89968  0.43
H  -3.62453  -7.33709  -4.05486  0.39
H  -3.49326  -7.10334  -5.88525  0.31
H  -4.64630  -2.08939  -4.10557  0.33
H  -3.15686  -1.83362  -3.12144  0.36
H  -3.36277  -0.81347  -4.44315  0.31
H  -1.20813  -3.56544  -5.84796  0.23
H  -1.33553  -3.34389  -4.09662  0.23
H  -1.31122  -1.90405  -5.16904  0.34
C  -9.29822  4.26233  -6.30940  -0.91
N  -8.91002  3.65351  -5.02461  0.27
C  -9.13607  2.09901  -5.16886  -1.04
P  -9.10654  4.63307  -3.63384  0.23
O  -8.53304  5.97892  -3.81861  -0.83
N  -10.71170  4.57531  -3.11333  0.18
C  -11.39253  3.24184  -2.92391  -1.12
C  -11.54776  5.53294  -3.76389  -0.98
N  -8.18416  3.78502  -2.44034  0.28
C  -8.81658  3.20176  -1.20342  -1.05
C  -6.72327  3.77670  -2.50697  -1.04
H  -10.08414  3.62937  -6.72146  0.31
H  -8.61641  4.50611  -7.12415  0.25
H  -9.53519  5.31870  -6.18283  0.26
H  -10.18875  1.89848  -5.36827  0.39
H  -8.79069  1.54280  -4.29741  0.26
H  -8.34780  1.58011  -5.71427  0.38
H  -11.82369  3.01635  -1.94854  0.22
H  -12.04873  3.13497  -3.78767  0.48
H  -10.70727  2.40602  -3.06507  0.34
H  -11.35809  5.68472  -4.82648  0.27
H  -12.58449  5.24567  -3.58846  0.46
H  -11.20708  6.46920  -3.32180  0.33
H  -8.06645  2.83666  -0.50192  0.40
H  -9.42283  3.85107  -0.57178  0.30
H  -9.28567  2.25291  -1.46367  0.35
H  -6.40452  3.90529  -3.54136  0.33
H  -6.38586  2.92912  -1.91043  0.36
H  -6.39341  4.74508  -2.13076  0.31
C  -0.26939  12.45858  -4.92417  -1.05
N  0.31773  11.28218  -5.51494  0.15
C  1.10732  10.52594  -4.57049  -1.10
P  -0.09438  10.66959  -7.07418  0.42
O  0.66967  9.51595  -7.60962  -0.77
N  -1.87368  10.28922  -6.82355  0.21
C  -2.78390  10.29285  -7.92703  -0.96
C  -2.52649  9.76400  -5.60059  -1.04
N  -0.12417  12.11579  -8.07098  0.26
C  -1.16386  13.04854  -7.99778  -1.16
C  0.55718  12.16041  -9.31254  -1.08
H  -0.02705  12.49356  -3.86203  0.41
H  -1.35546  12.40423  -4.99894  0.35
H  0.00639  13.40897  -5.38112  0.30
H  1.38476  9.54928  -4.96705  0.33
H  0.56380  10.29260  -3.65492  0.37
H  1.99278  11.11657  -4.33548  0.38
H  -3.78734  10.46284  -7.53676  0.35
H  -2.62714  11.09124  -8.65237  0.23
H  -2.78107  9.38818  -8.53505  0.28
H  -2.44507  8.67943  -5.67251  0.37
H  -1.98396  10.16815  -4.74595  0.24
H  -3.55862  9.99992  -5.34147  0.38
H  -1.64797  12.92626  -7.02887  0.40
H  -0.73087  13.99748  -8.31422  0.36
H  -1.98556  12.87740  -8.69321  0.34
H  1.62517  11.94281  -9.32455  0.30
H  0.61610  13.16802  -9.72406  0.38
H  0.14828  11.56705  -10.13035  0.34
C  2.27690  -10.54167  1.40585  -1.05
N  1.17964  -10.14790  2.19374  0.40
C  1.07948  -10.86054  3.46778  -1.11
P  -0.06993  -9.06595  1.55752  0.26
O  -0.04348  -8.85879  0.08292  -0.79
N  -1.67246  -9.61095  2.16893  0.20
C  -2.26361  -10.68338  1.39513  -1.12
C  -2.34723  -9.05859  3.41150  -0.97
N  0.13393  -7.70685  2.41690  0.31
C  0.50272  -6.37227  1.87394  -1.02
C  0.57920  -7.77659  3.76368  -1.11
H  3.26891  -10.50891  1.85633  0.33
H  2.39147  -10.00270  0.46538  0.27
H  2.22997  -11.62889  1.34371  0.32
H  0.82094  -11.90297  3.28176  0.41
H  0.13557  -10.57553  3.93244  0.28
H  1.92624  -10.71635  4.13883  0.31
H  -3.09202  -10.29982  0.79955  0.37
H  -1.65663  -11.00156  0.54753  0.34
H  -2.45306  -11.54312  2.03783  0.40
H  -3.22674  -9.70185  3.43933  0.43
H  -1.78637  -9.38485  4.28734  0.34
H  -2.56612  -7.99119  3.44076  0.22
H  1.54694  -6.15129  2.09500  0.34
H  0.28641  -6.18032  0.82300  0.30
H  -0.12963  -5.67830  2.42768  0.37
H  0.56513  -6.83327  4.30961  0.38
H  1.63075  -8.06083  3.72429  0.33
H  0.01252  -8.50798  4.33991  0.24
C  4.20378  -7.64109  -5.51307  -1.36
C  3.69381  -6.25442  -5.23622  0.48
C  4.51339  -5.22456  -4.44070  -0.43
O  4.71042  -4.10432  -5.29523  -0.33
C  4.24019  -4.31556  -6.44668  0.76
O  4.11809  -3.47244  -7.28662  -0.60
O  3.69360  -5.48013  -6.46412  -0.41
H  3.61582  -8.20444  -6.23767  0.35
H  4.13513  -8.14486  -4.54891  0.38
H  5.21217  -7.64147  -5.92689  0.34
H  2.68006  -6.24906  -4.83574  0.26
H  5.48002  -5.64361  -4.16121  0.26
H  4.11722  -4.95738  -3.46103  0.30
C  4.02463  3.97314  -6.35711  -1.32
C  5.31392  3.84769  -7.05097  0.42
C  5.50408  4.77126  -8.20546  -0.38
O  6.76894  5.35003  -7.89041  -0.36
C  7.24199  4.95101  -6.64927  0.70
O  8.24724  5.29069  -6.05090  -0.56
O  6.27724  4.21073  -6.17294  -0.36
H  3.34165  3.42764  -7.00832  0.37
H  3.71590  5.01116  -6.48081  0.33
H  3.98174  3.57298  -5.34413  0.33
H  5.62291  2.83813  -7.32188  0.33
H  4.73443  5.54171  -8.15907  0.23
H  5.50192  4.35844  -9.21426  0.28
C  3.52124  -2.55876  11.01662  -1.30
C  2.41421  -3.65440  11.22157  0.36
C  2.49941  -4.47970  12.50284  -0.38
O  1.33589  -4.17916  13.23619  -0.32
C  0.69300  -3.16860  12.60158  0.63
O  -0.32910  -2.63145  13.06041  -0.57
O  1.21913  -2.93188  11.38330  -0.32
H  3.39153  -1.87790  11.85787  0.35
H  3.40377  -1.98233  10.09900  0.34
H  4.49364  -3.04810  10.96107  0.36
H  2.39772  -4.33434  10.36981  0.29
H  3.39102  -4.25499  13.08818  0.27
H  2.45317  -5.51908  12.17778  0.29
C  1.91065  5.63462  11.48678  -1.37
C  1.30112  4.82840  12.65329  0.21
C  1.63283  3.32663  12.50090  -0.38
O  2.53061  3.05113  13.58919  -0.30
C  2.49574  4.09698  14.44314  0.65
O  3.08524  4.12349  15.54450  -0.59
O  1.89943  5.16496  13.89745  -0.32
H  1.59014  6.66441  11.64457  0.37
H  1.37560  5.29837  10.59867  0.39
H  2.99642  5.60954  11.39420  0.33
H  0.23208  4.94686  12.83000  0.35
H  2.34678  3.30600  11.67752  0.34
H  0.62094  2.92419  12.45382  0.32
C  -4.18331  -2.73499  7.19907  -1.28
C  -4.86400  -1.40100  7.30752  0.40
C  -5.27866  -0.91094  8.67528  -0.46
O  -4.56270  0.24470  8.85470  -0.35
C  -3.69741  0.49112  7.87617  0.69
O  -2.93237  1.43066  7.87101  -0.56
O  -3.91669  -0.42629  6.90651  -0.33
H  -4.87528  -3.50714  7.53531  0.37
H  -3.26670  -2.72431  7.78883  0.31
H  -4.06980  -3.04945  6.16161  0.35
H  -5.75432  -1.17709  6.71991  0.30
H  -5.03297  -1.56702  9.51032  0.26
H  -6.35253  -0.73634  8.74169  0.29
C  8.41540  -6.64074  8.37215  -1.18
C  8.88164  -5.71827  7.20734  0.25
C  8.37324  -6.09316  5.88772  -0.32
O  7.42310  -5.17370  5.47905  -0.31
C  7.44990  -4.13872  6.34057  0.61
O  6.70016  -3.23212  6.27230  -0.51
O  8.35672  -4.39745  7.30715  -0.37
H  8.70868  -7.58030  7.90383  0.34
H  7.33378  -6.63274  8.50685  0.31
H  9.08238  -6.47784  9.21873  0.34
H  9.95709  -5.74821  7.38234  0.27
H  8.06574  -7.13794  5.93200  0.30
H  9.24110  -6.10776  5.22841  0.27
C  8.71256  -1.57011  -0.20686  -1.37
C  8.95063  -1.09357  -1.65193  0.42
C  9.85401  0.10782  -1.76195  -0.39
O  10.76062  -0.35274  -2.74491  -0.34
C  10.54434  -1.67949  -3.07329  0.67
O  11.25077  -2.38437  -3.79154  -0.56
O  9.60039  -2.16000  -2.27895  -0.35
H  7.93025  -1.03567  0.33209  0.35
H  9.55557  -1.22382  0.39106  0.33
H  8.49544  -2.62456  -0.03624  0.33
H  7.96139  -1.05555  -2.10807  0.31
H  10.54020  0.26212  -0.92923  0.30
H  9.27192  1.01069  -1.94659  0.30